i.
Entry from OMol25: a cluster of 2 separate species, C9H15N2 in total (the ωB97M-V functional and the def2-TZVPD basis).

Computed properties:
HOMO level = -10.98 eV

```
! RIJCOSX wB97M-V def2-TZVPD def2/J DEFGRID3
* xyz 1 1
C 1.122 -0.057 0.815
C 0.512 1.195 0.806
C -0.843 1.504 0.804
C -1.934 0.639 0.803
C -1.932 -0.754 0.801
C -0.843 -1.618 0.802
C 0.513 -1.312 0.809
H 2.220 -0.058 0.771
H 1.194 2.057 0.791
H -1.090 2.573 0.804
H -2.922 1.114 0.802
H -2.922 -1.229 0.797
H -1.091 -2.688 0.799
H 1.195 -2.170 0.798
C 2.085 0.158 5.025
N 3.134 0.132 4.021
N 3.886 -1.090 4.125
C 5.283 -0.817 4.416
H 1.562 1.112 4.951
H 1.356 -0.658 4.906
H 2.561 0.073 6.006
H 2.742 0.177 3.080
H 3.789 -1.575 3.233
H 5.805 -1.771 4.503
H 5.779 -0.215 3.639
H 5.329 -0.283 5.369
*
```

ii.
Entry from OMol25: a cluster of 2 separate species, C9H15N2 in total (the ωB97M-V functional and the def2-TZVPD basis).

Computed properties:
HOMO level = -12.76 eV

```
! RIJCOSX wB97M-V def2-TZVPD def2/J DEFGRID3
* xyz 1 1
C 1.464 -0.475 1.896
C 1.807 -1.358 0.920
C -0.029 -0.341 0.270
C -1.262 2.820 -1.276
C -1.092 1.572 -1.683
C 2.912 -2.422 0.977
C -1.936 -0.691 -2.100
C -0.387 1.290 2.088
C -1.727 0.411 -1.237
N 0.310 0.196 1.453
N 0.859 -1.277 -0.041
H 2.180 -0.182 2.643
H -0.774 3.638 -1.630
H -1.907 2.903 -0.374
H -0.419 1.405 -2.542
H 2.632 -3.240 1.548
H 3.131 -2.795 -0.113
H 3.895 -1.944 1.430
H -2.791 -0.472 -2.868
H -1.164 -1.005 -2.736
H -2.309 -1.689 -1.810
H -0.523 1.113 3.220
H 0.143 2.240 1.825
H -1.442 1.452 1.681
H -2.556 0.469 -0.528
H 0.990 -1.617 -1.013
*
```

Short version: i is the most stable of them.

i.
Entry from OMol25: a cluster of 10 separate species, C15H50O10 in total (the ωB97M-V functional and the def2-TZVPD basis).

Computed properties:
HOMO level = -9.60 eV
SMILES string = CCO.CCO.CCO.CCO.CCO.CO.CO.CO.CO.CO

```
! RIJCOSX wB97M-V def2-TZVPD def2/J DEFGRID3
* xyz 0 1
C -8.535 4.254 10.913
C -7.307 4.230 11.771
O -6.296 3.344 11.177
H -9.316 4.828 11.416
H -8.841 3.248 10.728
H -8.317 4.693 9.931
H -7.409 3.797 12.767
H -6.843 5.202 11.782
H -6.398 3.373 10.209
C -13.345 2.816 17.739
C -13.217 2.122 16.365
O -12.510 2.955 15.393
H -14.172 3.533 17.761
H -12.392 3.382 17.872
H -13.441 2.066 18.566
H -14.188 1.788 15.958
H -12.678 1.160 16.376
H -13.075 3.723 15.300
C -9.329 1.406 20.176
C -8.895 1.901 18.845
O -8.232 0.985 18.028
H -9.644 2.238 20.797
H -8.430 0.994 20.635
H -10.186 0.636 20.055
H -8.211 2.714 18.902
H -9.717 2.398 18.283
H -8.791 0.472 17.422
C -9.273 -2.991 13.746
C -8.229 -2.001 13.113
O -8.683 -0.666 13.279
H -10.252 -2.975 13.241
H -9.289 -2.866 14.864
H -8.865 -4.018 13.531
H -8.092 -2.206 12.026
H -7.286 -2.194 13.515
H -8.196 -0.266 12.554
C -5.501 2.308 18.280
C -5.571 2.907 16.927
O -5.406 4.336 17.047
H -4.450 2.431 18.697
H -5.750 1.253 18.300
H -6.213 2.812 18.961
H -6.596 2.794 16.530
H -4.927 2.527 16.155
H -4.502 4.524 16.688
C -8.036 -2.405 19.653
O -9.079 -2.208 18.793
H -7.384 -3.158 19.314
H -7.497 -1.436 19.755
H -8.425 -2.533 20.677
H -9.529 -3.040 18.658
C -9.321 5.476 15.149
O -10.432 5.042 14.312
H -8.969 6.374 14.618
H -9.630 5.645 16.168
H -8.531 4.707 15.149
H -10.795 4.316 14.877
C -5.621 0.138 12.240
O -6.902 0.375 11.622
H -5.227 -0.823 11.861
H -5.087 1.019 12.057
H -5.851 0.184 13.290
H -6.952 1.329 11.436
C -6.146 -1.097 16.411
O -7.400 -1.810 16.365
H -5.755 -1.148 17.445
H -5.535 -1.635 15.706
H -6.175 -0.003 16.086
H -7.967 -1.475 17.086
C -9.249 1.752 15.035
O -9.553 0.477 15.660
H -8.303 1.696 14.479
H -10.071 1.938 14.315
H -9.171 2.497 15.799
H -9.205 -0.162 15.061
*
```

ii.
Entry from OMol25: a cluster of 10 separate species, C15H50O10 in total (the ωB97M-V functional and the def2-TZVPD basis).

Computed properties:
HOMO level = -9.45 eV
SMILES string = CCO.CCO.CCO.CCO.CCO.CO.CO.CO.CO.CO

```
! RIJCOSX wB97M-V def2-TZVPD def2/J DEFGRID3
* xyz 0 1
C -2.787 5.268 0.625
C -2.243 3.838 0.644
O -0.821 3.899 0.503
H -3.905 5.345 0.542
H -2.359 5.717 -0.291
H -2.542 5.835 1.505
H -2.604 3.181 -0.172
H -2.586 3.340 1.612
H -0.587 2.941 0.466
C 0.198 3.044 3.887
C -0.578 1.829 4.317
O 0.297 0.683 4.195
H 0.747 2.954 2.969
H 0.909 3.260 4.723
H -0.402 3.901 3.707
H -1.490 1.632 3.678
H -0.871 2.073 5.336
H 0.143 0.080 4.969
C -3.503 -0.903 1.068
C -3.768 -2.415 0.631
O -4.007 -2.531 -0.765
H -3.216 -0.941 2.149
H -4.440 -0.284 1.050
H -2.760 -0.374 0.462
H -4.678 -2.792 1.085
H -2.976 -3.046 0.892
H -3.180 -2.463 -1.232
C 2.615 4.584 1.010
C 3.091 3.855 -0.224
O 4.259 3.058 -0.187
H 1.536 4.834 0.815
H 3.227 5.493 1.134
H 2.632 3.961 1.871
H 3.223 4.529 -1.065
H 2.310 3.070 -0.500
H 4.935 3.551 0.277
C 3.122 -0.888 -2.780
C 2.495 -2.156 -3.362
O 3.011 -3.342 -2.799
H 2.823 -0.077 -3.427
H 4.227 -0.809 -2.885
H 2.859 -0.703 -1.707
H 2.600 -2.143 -4.443
H 1.404 -2.231 -3.195
H 3.966 -3.417 -2.917
C 3.228 0.688 1.444
O 2.038 -0.096 1.323
H 3.468 1.063 0.415
H 3.057 1.619 2.006
H 4.019 0.117 1.970
H 1.573 -0.365 2.133
C 0.815 -3.214 0.380
O 1.493 -4.149 -0.487
H -0.272 -3.308 0.364
H 1.233 -3.354 1.392
H 0.930 -2.161 0.178
H 2.112 -3.714 -1.077
C -1.547 -5.732 -1.559
O -0.678 -4.697 -2.128
H -2.581 -5.406 -1.766
H -1.306 -6.729 -2.052
H -1.455 -5.876 -0.478
H 0.139 -4.671 -1.610
C -2.656 -2.449 -3.945
O -1.899 -2.288 -2.608
H -2.001 -2.518 -4.819
H -3.355 -3.278 -3.900
H -3.245 -1.569 -3.986
H -1.401 -3.172 -2.475
C -0.518 0.039 -0.757
O -0.333 0.924 0.314
H -1.310 0.427 -1.389
H 0.414 -0.086 -1.370
H -0.805 -0.994 -0.486
H 0.515 0.708 0.804
*
```

Short version: ii is the most stable of them.